# 1
DFT (ωB97M-V/def2-TZVPD) results for 2 unconnected molecules or ions with the total composition C7H14.

Values from the calculation:
- Structure (SMILES): C=C(C)C.C=CC
- Orbital gap: 10.34 eV
- E_tot: -275.0644 Ha
- HOMO level: -9.265 eV
- 2S+1: 1
- Charge: 0
- Energy relative to the best compared isomer or geometry (same formula, charge and spin): 136.2 kJ/mol
- LUMO level: 1.1 eV

XYZ file:
```
21
Properties=species:S:1:pos:R:3:forces:R:3:nbo_charge:R:1
C -1.75579 -0.45091 1.12967 0.0 0.0 0.0 -0.43
C -1.41413 0.44956 0.21096 -0.1 0.0 0.0 0.04
C -1.04206 1.86326 0.57214 0.0 0.0 0.0 -0.65
C -1.39897 0.13029 -1.26115 0.0 0.0 0.0 -0.65
H -1.77419 -0.20780 2.18985 0.0 0.0 -0.2 0.20
H -2.04061 -1.46519 0.85491 0.1 0.2 0.0 0.19
H -0.99093 2.00370 1.65611 0.0 0.0 -0.2 0.21
H -0.06944 2.12856 0.14032 -0.1 -0.1 0.1 0.22
H -1.77737 2.57211 0.16902 0.1 -0.1 0.0 0.22
H -2.19147 0.68109 -1.78542 0.1 -0.1 0.1 0.22
H -0.44321 0.43074 -1.70826 -0.1 0.0 0.1 0.22
H -1.54621 -0.93863 -1.44640 0.0 0.2 0.0 0.21
C 2.32436 0.35192 -0.67709 -0.1 -0.2 0.2 -0.43
C 1.82729 -0.40371 0.30183 0.2 0.2 -0.2 -0.16
C 1.45696 -1.84902 0.16111 0.0 -0.1 -0.1 -0.65
H 2.48573 -0.05069 -1.67561 0.0 0.0 0.1 0.19
H 2.59436 1.39236 -0.51761 -0.1 -0.1 0.0 0.20
H 1.67461 0.03959 1.28654 0.0 -0.1 -0.1 0.20
H 0.42350 -2.01104 0.47860 0.1 0.0 0.0 0.23
H 2.09480 -2.47721 0.79475 -0.1 0.1 -0.1 0.22
H 1.56277 -2.18896 -0.87428 0.0 0.1 0.1 0.21
```
Positions in Å, forces in eV/Å.

=====

# 2
DFT (ωB97M-V/def2-TZVPD) results for 3 unconnected molecules or ions with the total composition C7H14.

Values from the calculation:
- Structure (SMILES): C=C1CC1.[H][H].C=CC
- Orbital gap: 10.84 eV
- E_tot: -274.9760 Ha
- HOMO level: -9.624 eV
- 2S+1: 1
- Charge: 0
- Energy relative to the best compared isomer or geometry (same formula, charge and spin): 368.1 kJ/mol
- LUMO level: 1.2 eV

XYZ file:
```
21
Properties=species:S:1:pos:R:3:forces:R:3:nbo_charge:R:1
C 0.93395 -2.12221 0.39258 0.1 0.1 -0.1 -0.41
C 1.59817 -1.06477 -0.03405 -0.1 -0.1 0.0 0.01
C 2.74242 -0.16075 0.12283 0.2 0.0 0.2 -0.45
C 1.71756 0.03625 -0.99618 -0.2 0.0 -0.2 -0.45
H 1.26876 -2.69115 1.25638 0.0 0.1 -0.1 0.20
H 0.02914 -2.46168 -0.10727 0.2 0.1 0.1 0.20
H 2.73972 0.54896 0.94807 0.0 -0.1 -0.1 0.22
H 3.73096 -0.52223 -0.15370 -0.2 0.0 0.0 0.22
H 2.02927 -0.18935 -2.01401 0.0 0.0 0.2 0.22
H 1.02564 0.87289 -0.91172 0.1 -0.1 0.0 0.23
H 0.54504 2.40035 0.88494 0.1 0.0 0.0 0.00
H 1.21260 2.57515 1.16467 -0.1 0.0 0.0 0.00
C -2.18500 1.60262 0.44375 0.0 -0.1 0.0 -0.42
C -1.82878 0.32282 0.37016 0.0 0.2 0.0 -0.17
C -2.34105 -0.64644 -0.65455 0.0 0.0 -0.1 -0.65
H -2.88940 2.03752 -0.26340 0.1 -0.1 0.1 0.19
H -1.79794 2.26167 1.21692 -0.1 -0.1 -0.1 0.20
H -1.11630 -0.07750 1.09289 -0.1 0.1 -0.1 0.20
H -2.87207 -1.47774 -0.17415 0.1 0.1 -0.1 0.22
H -3.02852 -0.16203 -1.35555 0.1 -0.1 0.1 0.21
H -1.51417 -1.08238 -1.22859 -0.1 0.1 0.1 0.22
```
Positions in Å, forces in eV/Å.

=====

# 3
DFT (ωB97M-V/def2-TZVPD) results for a molecular structure, C7H14.

Values from the calculation:
- Orbital gap: 11.44 eV
- E_tot: -274.9052 Ha
- HOMO level: -10.537 eV
- 2S+1: 1
- Charge: 0
- Energy relative to the best compared isomer or geometry (same formula, charge and spin): 554.2 kJ/mol
- LUMO level: 0.9 eV

XYZ file:
```
21
Properties=species:S:1:pos:R:3:forces:R:3:nbo_charge:R:1
C 1.46352 -0.92045 0.83605 1.0 -2.3 -0.3 -0.64
C -0.09808 -1.00364 0.68034 1.1 0.8 0.1 -0.40
C -0.53953 -0.93071 -0.75011 1.1 0.9 1.0 -0.40
C -2.00371 -1.23784 -0.79225 -0.2 3.1 2.4 -0.43
C -2.44686 -1.31302 -2.16912 -2.7 -1.5 -3.8 -0.60
C 2.49081 4.41680 1.70888 -2.6 -2.5 -1.8 -0.25
C 3.41415 5.07934 2.03648 1.8 1.6 1.3 -0.25
H 1.83601 -2.05359 0.91413 -0.5 2.1 -1.4 0.21
H 2.05701 -0.28182 -0.02042 -1.6 -1.7 2.3 0.22
H 1.83470 -0.75493 1.85883 -0.4 1.3 -0.3 0.22
H -0.69007 -0.29585 1.21643 0.2 1.4 0.6 0.19
H -0.59835 -1.87648 1.06083 0.8 -1.1 0.5 0.19
H -0.14897 -0.02585 -1.20599 -0.6 0.6 -0.1 0.20
H 0.05545 -1.67495 -1.22898 0.0 -1.1 -0.9 0.20
H -2.71204 -0.48353 -0.09919 1.9 -1.3 -2.0 0.19
H -2.01530 -2.05187 -0.11671 -0.9 -1.8 -0.3 0.21
H -1.52008 -1.74153 -2.96117 -3.1 0.8 2.4 0.21
H -3.57344 -2.03505 -2.09931 3.5 2.1 -1.1 0.20
H -2.70348 -0.24922 -2.61047 0.3 -2.2 0.9 0.22
H 1.71298 3.73072 1.25202 1.5 1.4 1.1 0.25
H 4.18529 5.70347 2.48973 -0.6 -0.6 -0.6 0.24
```
Positions in Å, forces in eV/Å.

=====

# 4
DFT (ωB97M-V/def2-TZVPD) results for C7H14 in the gas phase.

Values from the calculation:
- Orbital gap: 8.54 eV
- E_tot: -274.9813 Ha
- HOMO level: -7.896 eV
- 2S+1: 1
- Charge: 0
- Energy relative to the best compared isomer or geometry (same formula, charge and spin): 354.4 kJ/mol
- LUMO level: 0.6 eV

XYZ file:
```
21
Properties=species:S:1:pos:R:3:forces:R:3:nbo_charge:R:1
C -1.36658 -1.03699 -0.43803 0.0 0.0 0.1 -0.63
C -0.50583 0.17458 -0.81537 -0.1 0.1 -0.1 -0.39
C -0.88547 1.54625 -0.37623 -0.1 -0.3 0.2 0.19
C -1.60257 1.61865 0.92128 0.1 0.0 0.0 -0.80
C 0.96380 0.16126 -0.23484 0.1 0.1 0.1 -0.20
C 1.07836 -0.38959 1.18778 0.0 0.0 0.0 -0.62
C 1.91349 -0.58669 -1.17221 0.0 0.0 -0.1 -0.59
H -0.98324 -1.94943 -0.90953 0.0 0.1 0.1 0.22
H -2.39290 -0.89381 -0.79691 0.2 0.0 0.0 0.21
H -1.41628 -1.21629 0.63982 0.0 0.0 -0.2 0.21
H -0.38886 0.18013 -1.90719 0.0 0.0 0.2 0.21
H 1.29887 1.21002 -0.21412 0.0 -0.1 0.0 0.23
H -2.60913 1.93609 0.59522 0.1 0.0 0.0 0.28
H -1.24044 2.45940 1.52442 -0.1 -0.1 -0.1 0.25
H -1.72100 0.72063 1.54629 0.0 0.1 -0.1 0.19
H 2.10486 -0.25754 1.54815 -0.1 0.0 -0.1 0.22
H 0.85355 -1.46185 1.22387 0.0 0.1 0.0 0.20
H 0.41547 0.12002 1.89434 0.1 -0.1 -0.1 0.21
H 1.85156 -0.20232 -2.19506 0.0 0.0 0.1 0.21
H 2.94892 -0.47326 -0.83015 -0.2 0.0 0.0 0.21
H 1.68341 -1.65924 -1.19152 0.0 0.1 0.0 0.20
```
Positions in Å, forces in eV/Å.

=====

# 5
DFT (ωB97M-V/def2-TZVPD) results for 2 unconnected molecules or ions with the total composition C7H14.

Values from the calculation:
- Structure (SMILES): C=C[C@]1(C)C[C@H]1C.[H][H]
- Orbital gap: 10.10 eV
- E_tot: -275.0281 Ha
- HOMO level: -8.972 eV
- 2S+1: 1
- Charge: 0
- Energy relative to the best compared isomer or geometry (same formula, charge and spin): 231.4 kJ/mol
- LUMO level: 1.1 eV

XYZ file:
```
21
Properties=species:S:1:pos:R:3:forces:R:3:nbo_charge:R:1
C -0.51525 -0.13258 2.55471 0.0 0.0 -0.1 -0.43
C -0.80613 -0.44817 1.29434 0.0 0.1 0.1 -0.14
C -0.26912 0.23214 0.08039 0.1 0.0 0.1 -0.11
C 1.01488 1.02434 0.26293 0.0 0.0 0.0 -0.61
C -1.38433 0.77845 -0.79213 -0.2 0.1 0.0 -0.40
C -0.59507 -0.40105 -1.26300 0.0 -0.1 -0.1 -0.21
C 0.28771 -0.22332 -2.47818 0.0 0.0 0.0 -0.61
H 0.20098 0.64778 2.79943 -0.1 -0.1 0.0 0.19
H -0.99407 -0.63562 3.38942 0.1 0.0 -0.1 0.20
H -1.54824 -1.22632 1.10350 0.1 0.1 0.0 0.20
H 1.65836 0.54299 1.00609 -0.1 0.0 -0.1 0.22
H 0.82238 2.04872 0.59801 0.0 -0.1 0.0 0.21
H 1.59282 1.08059 -0.66331 -0.1 0.0 0.1 0.22
H -2.40303 0.63211 -0.44263 0.2 0.0 -0.1 0.22
H -1.21168 1.73086 -1.28805 0.0 -0.1 0.0 0.21
H -1.09097 -1.37039 -1.21198 0.1 0.2 0.0 0.21
H 0.69407 0.79235 -2.52882 -0.1 -0.2 0.0 0.20
H 1.12776 -0.92606 -2.49829 -0.1 0.1 0.0 0.21
H -0.30440 -0.37290 -3.38815 0.1 0.0 0.1 0.22
H 1.55472 -1.72957 1.87339 0.1 -0.1 -0.1 0.01
H 2.16860 -2.04433 1.59234 0.0 0.0 0.0 -0.01
```
Positions in Å, forces in eV/Å.

=====

charge of number 1 (C7H14)?
0

=====

What did the first record say?
DFT (ωB97M-V/def2-TZVPD) results for 2 unconnected molecules or ions with the total composition C7H14.

Values from the calculation:
- Structure (SMILES): C=C(C)C.C=CC
- Orbital gap: 10.34 eV
- E_tot: -275.0644 Ha
- HOMO level: -9.265 eV
- 2S+1: 1
- Charge: 0
- Energy relative to the best compared isomer or geometry (same formula, charge and spin): 136.2 kJ/mol
- LUMO level: 1.1 eV

XYZ file:
```
21
Properties=species:S:1:pos:R:3:forces:R:3:nbo_charge:R:1
C -1.75579 -0.45091 1.12967 0.0 0.0 0.0 -0.43
C -1.41413 0.44956 0.21096 -0.1 0.0 0.0 0.04
C -1.04206 1.86326 0.57214 0.0 0.0 0.0 -0.65
C -1.39897 0.13029 -1.26115 0.0 0.0 0.0 -0.65
H -1.77419 -0.20780 2.18985 0.0 0.0 -0.2 0.20
H -2.04061 -1.46519 0.85491 0.1 0.2 0.0 0.19
H -0.99093 2.00370 1.65611 0.0 0.0 -0.2 0.21
H -0.06944 2.12856 0.14032 -0.1 -0.1 0.1 0.22
H -1.77737 2.57211 0.16902 0.1 -0.1 0.0 0.22
H -2.19147 0.68109 -1.78542 0.1 -0.1 0.1 0.22
H -0.44321 0.43074 -1.70826 -0.1 0.0 0.1 0.22
H -1.54621 -0.93863 -1.44640 0.0 0.2 0.0 0.21
C 2.32436 0.35192 -0.67709 -0.1 -0.2 0.2 -0.43
C 1.82729 -0.40371 0.30183 0.2 0.2 -0.2 -0.16
C 1.45696 -1.84902 0.16111 0.0 -0.1 -0.1 -0.65
H 2.48573 -0.05069 -1.67561 0.0 0.0 0.1 0.19
H 2.59436 1.39236 -0.51761 -0.1 -0.1 0.0 0.20
H 1.67461 0.03959 1.28654 0.0 -0.1 -0.1 0.20
H 0.42350 -2.01104 0.47860 0.1 0.0 0.0 0.23
H 2.09480 -2.47721 0.79475 -0.1 0.1 -0.1 0.22
H 1.56277 -2.18896 -0.87428 0.0 0.1 0.1 0.21
```
Positions in Å, forces in eV/Å.

=====

The lowest LUMO level belongs to which entry?
number 4